(1)
# C31H27BrIrN2OPSbSe5

A molecular structure, C31H27BrIrN2OPSbSe5 (ωB97M-V/def2-TZVPD, OMol25).

- Lowest unoccupied orbital energy (spin up / spin down): -0.050 / -0.061 Eh
- HOMO-LUMO gap (spin up / spin down): 5.70 / 5.39 eV
- HOMO level (spin up / spin down): -7.071 / -7.057 eV

ORCA input file:
```
! wB97M-V def2-TZVPD RIJCOSX def2/J DEFGRID3
* xyz 0 2
Ir -0.75968 0.97096 -0.60363
O -3.49602 0.80808 0.11599
N -2.44274 -0.06676 -0.17153
C -2.68243 -1.21407 0.36883
C -1.86436 -2.39576 0.19496
C -2.52515 -3.61325 0.40385
C -1.87612 -4.80792 0.16843
C -0.55943 -4.79322 -0.27380
C 0.09771 -3.59409 -0.47785
C -0.53650 -2.37261 -0.24000
P 0.43056 -0.84636 -0.51632
C 1.75971 -0.96252 0.71376
C 1.79257 -1.94259 1.69487
C 2.86508 -2.00852 2.57589
C 3.89148 -1.08669 2.49025
C 3.84744 -0.08350 1.52727
C 2.78855 -0.02110 0.64589
C 1.20252 -1.38974 -2.07375
C 2.53148 -1.77637 -2.17942
C 3.02105 -2.24698 -3.39000
C 2.18328 -2.34907 -4.48681
C 0.84467 -1.99426 -4.37335
C 0.35650 -1.51807 -3.17391
H -3.98908 1.02393 -0.73296
H -3.62420 -1.30690 0.89463
H -3.55469 -3.60511 0.73528
H -2.39333 -5.74435 0.32077
H -0.04196 -5.72319 -0.46584
H 1.12246 -3.60913 -0.82131
H 0.99194 -2.66170 1.78236
H 2.88373 -2.77706 3.33708
H 4.72646 -1.13886 3.17460
H 4.63954 0.64944 1.47036
H 2.75291 0.76937 -0.09426
H 3.19546 -1.70791 -1.32914
H 4.06067 -2.53213 -3.46986
H 2.56740 -2.70843 -5.43082
H 0.18522 -2.07516 -5.22593
H -0.68175 -1.21493 -3.09968
C 0.08375 6.16495 0.18914
C 0.63166 5.04588 -0.63892
C 1.51842 5.24028 -1.68086
C 1.92493 4.14695 -2.40992
C 1.43646 2.88660 -2.10050
Br 2.08574 1.51680 -3.17837
N 0.56257 2.65418 -1.10585
C 0.20847 3.74937 -0.40618
H 0.85937 6.89289 0.42344
H -0.34308 5.79102 1.11781
H -0.71535 6.66724 -0.36025
H 1.87489 6.22943 -1.93075
H 2.60717 4.24964 -3.23746
H -0.51323 3.60097 0.37428
Se -0.32053 1.58344 1.73151
C -1.07661 0.23233 2.86507
C -2.46215 0.14124 3.00005
C -3.01654 -0.76815 3.88753
C -2.19409 -1.58396 4.65395
C -0.81730 -1.48092 4.53385
C -0.25918 -0.57120 3.65001
H -3.09634 0.79230 2.41356
H -4.09264 -0.82721 3.99049
H -2.62719 -2.27923 5.36033
H -0.17342 -2.10309 5.14023
H 0.81774 -0.47063 3.57643
Se -3.22871 4.05617 0.42154
Sb -3.41365 3.34737 -2.03541
Se -1.70368 1.48989 -2.81300
Se -5.39653 2.01766 -2.09958
Se -2.87185 5.25433 -3.31708
*
```

=====

(2)
# C31H27ClKN3O4P

A molecular structure, C31H27ClKN3O4P (ωB97M-V/def2-TZVPD, OMol25).

- Energy above the lowest of the compared OMol25 structures with the same formula, charge and spin: 85.8 kJ/mol
- Lowest unoccupied orbital energy: 0.075 Eh
- HOMO-LUMO gap: 5.06 eV
- HOMO level: -3.022 eV

ORCA input file:
```
! wB97M-V def2-TZVPD RIJCOSX def2/J DEFGRID3
* xyz -1 1
K 0.53053 -0.79880 0.63138
O 1.67840 -5.78057 -2.08626
C 0.90853 -5.22123 -2.98866
O 0.55835 -5.80220 -3.99512
C 0.49219 -3.81640 -2.75332
C 0.00733 -2.96263 -3.72428
N -0.23616 -1.78672 -3.12604
N 0.04285 -1.82073 -1.82190
C 0.48169 -3.03820 -1.56608
C 0.87709 -3.45127 -0.16194
O 1.82685 -4.25887 -0.06947
O 0.24501 -2.94681 0.77224
H 1.83505 -5.17665 -1.25870
H -0.15486 -3.14183 -4.76689
H -0.57315 -0.93417 -3.54437
C -0.61283 3.32146 5.22749
C -0.09121 1.91847 5.33567
C -0.00766 1.35847 6.60742
C 0.49223 0.08860 6.81982
C 0.92158 -0.66245 5.73810
C 0.81950 -0.13217 4.46970
C 0.31795 1.15059 4.23811
P 0.35213 1.55796 2.44879
C -1.06088 2.71890 2.24744
C -2.26728 2.23967 2.76082
C -3.44396 2.94662 2.61991
C -3.43203 4.15524 1.94242
C -2.24852 4.62132 1.39646
C -1.05807 3.91510 1.52021
C 0.17639 4.45764 0.87408
C 1.91173 2.43324 2.30621
C 2.47069 3.12115 3.37806
C 3.72701 3.68202 3.30624
C 4.48291 3.49327 2.13948
C 3.97911 2.80108 1.08234
C 2.65356 2.24929 1.07763
C 2.14117 1.63921 -0.03427
H -0.30391 3.89753 6.10057
H -1.70395 3.32068 5.19425
H -0.25070 3.81378 4.32831
H -0.33521 1.95046 7.45319
H 0.55405 -0.30737 7.82393
H 1.31779 -1.65745 5.88293
H 1.13423 -0.72539 3.61657
H -2.26452 1.28337 3.27243
H -4.36938 2.55562 3.02100
H -4.34028 4.72914 1.82897
H -2.24578 5.55408 0.84719
H -0.06571 5.32495 0.26168
H 0.65463 3.70449 0.24773
H 0.90355 4.75186 1.63083
H 1.91066 3.22195 4.29841
H 4.12540 4.24575 4.14018
H 5.48786 3.90000 2.09530
H 4.58251 2.65868 0.19380
H 1.10496 1.32212 -0.07901
H 2.70980 1.59251 -0.94907
Cl -4.48475 -4.28626 0.58676
C -4.23517 -2.58189 0.49020
C -5.20285 -1.71167 0.98166
C -4.94490 -0.35177 0.87430
C -3.75749 0.06289 0.29750
N -2.83723 -0.77493 -0.16632
C -3.07052 -2.07563 -0.06728
H -6.11060 -2.09067 1.42775
H -5.65995 0.37171 1.23531
H -3.52361 1.11432 0.19384
H -2.29844 -2.72900 -0.44394
*
```

=====

(3)
# C31H28BCo2F3O8

A molecular structure, C31H28BCo2F3O8 (ωB97M-V/def2-TZVPD, OMol25).

- Energy above the lowest of the compared OMol25 structures with the same formula, charge and spin: 0.0 kJ/mol
- Lowest unoccupied orbital energy: -0.169 Eh
- HOMO-LUMO gap: 2.06 eV
- HOMO level: -6.653 eV

ORCA input file:
```
! wB97M-V def2-TZVPD RIJCOSX def2/J DEFGRID3
* xyz 0 1
C -3.95265 -3.08723 0.59093
C -2.71889 -2.23219 0.30253
C -2.99060 -1.39214 -0.93050
C -2.26279 -1.41103 1.62398
C -1.34862 -0.24520 1.27421
C -3.40605 -0.86723 2.46731
O -1.53705 -2.38276 2.35059
B -0.98613 -3.26818 1.34859
C 0.64718 -2.95456 1.21029
C 1.36153 -2.48007 2.30302
C 2.73946 -2.23883 2.20115
C 3.37569 -2.46396 0.99077
C 4.85952 -2.25070 0.88232
F 5.43264 -3.09476 -0.02732
F 5.14065 -0.97132 0.47624
F 5.50085 -2.44285 2.07237
C 2.66387 -2.86283 -0.12779
C 1.28634 -3.10653 -0.01590
C -1.22250 -4.82640 1.87279
C -1.52358 -5.90140 0.88446
C -0.21287 -5.88410 1.59861
O -1.60385 -3.06631 0.05998
H -4.84512 -2.45680 0.68953
H -4.10995 -3.77612 -0.24639
H -3.83197 -3.68025 1.50622
H -3.78138 -0.66056 -0.72449
H -2.09294 -0.87237 -1.27531
H -3.33854 -2.04974 -1.73425
H -1.89316 0.55773 0.75980
H -0.92511 0.16525 2.19983
H -0.51234 -0.55799 0.64195
H -4.03590 -0.20577 1.85967
H -4.02443 -1.66647 2.88444
H -2.99519 -0.27381 3.29100
H 0.86705 -2.29467 3.25666
H 3.30612 -1.89278 3.05950
H 3.17534 -3.00303 -1.07614
H 0.73303 -3.41792 -0.90201
H -1.78310 -4.88645 2.81343
H -2.23430 -6.68142 1.17438
H -1.53956 -5.61696 -0.17053
H 0.66708 -5.58283 1.02727
H -0.04506 -6.65849 2.35307
O 2.55410 5.97626 -4.20642
C 2.09067 4.97586 -3.83497
Co 1.33928 3.46505 -3.35106
C -0.36407 3.56593 -3.70620
O -1.51484 3.64007 -3.84967
C 1.80803 2.11209 -4.38160
O 1.99315 1.25804 -5.14937
C 1.08923 3.58302 -1.34096
C 0.16225 4.61713 -0.86989
C 0.24999 5.97807 -1.25578
C -0.87036 6.79820 -1.09977
C -2.02859 6.30138 -0.49012
C -2.03448 5.01862 0.06833
C -0.89902 4.21319 -0.02938
C 1.11669 2.18136 -1.00838
C 0.33813 1.08993 -1.11170
Co 2.70495 2.95821 -0.88490
C 3.75180 4.44632 -1.00189
O 4.60687 5.23201 -0.99894
C 3.69687 1.76527 -1.80941
O 4.49906 1.07207 -2.27171
C 2.92596 2.42567 0.78583
O 3.07230 1.98722 1.85169
H 1.17639 6.36967 -1.68993
H -0.84865 7.82924 -1.45790
H -2.92537 6.92575 -0.42372
H -2.90998 4.62226 0.58406
H -0.83508 3.23934 0.46766
H 0.75714 0.10582 -0.90110
H -0.70508 1.18904 -1.42903
*
```

=====

Which formula does entry 3 have? C31H28BCo2F3O8